Molecular formula: C29H20Cl2IrN9O2
Method: DFT, ωB97M-V with the def2-TZVPD basis set

```
63
C29H20Cl2IrN9O2 | the OMol25 dataset | ωB97M-V with the def2-TZVPD basis set
C -4.16510 2.68336 0.25727
H -3.81403 4.30752 -1.13980
H 3.27978 2.92988 -4.16630
H 3.72827 0.65925 1.77017
C 0.63226 -2.35005 3.38079
C -1.92583 -4.97855 -0.27788
C -2.36259 1.16344 1.13272
H 2.35670 -2.00394 2.10268
Cl -3.09868 -1.24291 -0.88536
H 7.41367 0.58960 1.92135
H -6.09943 5.15337 -0.99349
C 4.27791 0.23714 0.93811
C 1.55951 -3.67041 -0.56241
C 4.24374 -0.75554 -1.13765
H -2.21664 3.13100 -1.61188
C -0.69117 -2.47208 -0.76259
H -0.57906 3.69864 -2.97566
C 2.55878 1.69593 -2.56211
H 6.16572 -1.26280 -1.92616
C -1.10730 0.60964 1.02171
H -3.79738 -3.93755 -0.40384
C -1.18962 -1.08384 2.91981
N -0.62826 -2.04348 3.65202
H -3.00228 0.86891 1.95005
O -0.22855 -1.31446 -1.06595
H 5.98726 1.02364 2.79974
C 0.32905 3.12349 -2.85059
H 0.06700 -5.77380 -0.18326
Cl -2.65060 -6.49189 -0.01394
N 6.41058 0.65988 1.96619
C 5.68807 0.17706 0.93783
C -4.51809 3.79447 -0.50006
H -7.18199 2.28334 1.72494
N 1.55100 1.41527 -1.74054
N 6.34807 -0.35482 -0.09051
N -6.75685 3.76329 0.36633
C -5.14543 2.13270 1.07596
C 0.41688 2.15014 -1.87305
H -2.21484 -0.82650 3.15271
C 0.08391 -3.67063 -0.54680
C -5.81087 4.28738 -0.40988
N 1.33472 3.40521 -3.67472
N 3.58167 -0.21414 -0.09854
C -0.52799 -4.87977 -0.32516
O 2.21874 -2.66207 -0.56998
H 1.10286 -3.11281 3.98855
H -4.96730 1.25989 1.68794
H 3.66580 -1.15880 -1.95347
C -1.91388 2.44351 -0.83695
C 2.44366 2.70095 -3.51777
C -2.72038 -3.85168 -0.44573
C -0.65090 1.88244 -0.88262
N 0.75522 -0.80705 1.60115
C -0.51607 -0.44287 1.89563
H 3.46520 1.11913 -2.46265
Ir 1.42814 0.06234 -0.14563
C -2.12287 -2.63108 -0.66594
C -2.79947 2.09917 0.18646
H 2.03693 -4.66503 -0.55629
C 1.33742 -1.74091 2.34828
N -0.27965 1.00034 0.04560
C -6.40845 2.70368 1.09346
C 5.62308 -0.81549 -1.10233
```

* HOMO energy (spin up / spin down): -0.48867 / -0.48948 hartree
* strongest force on any atom: 2.8 eV/Å
* LUMO energy (spin up / spin down): -8.54 / -8.48 eV
* charge: +2
* relative energy (zero: lowest compared OMol25 entry of this formula, charge and spin): 82.4 kcal per mole
* gap between HOMO and LUMO (spin up / spin down): 4.8 / 4.8 eV

Mulliken atomic charge list, values in e, 6 entries: atom 1 (C): 1.023, atom 2 (H): 0.334, atom 3 (H): 0.416, atom 4 (H): 0.276, atom 5 (C): -0.581, atom 6 (C): 0.285

Molecular formula: C29H20N3O2PdS
Method: DFT, ωB97M-V with the def2-TZVPD basis set

```
56
C29H20N3O2PdS | the OMol25 dataset | ωB97M-V with the def2-TZVPD basis set
C 2.85851 0.78842 0.31360
S 4.98402 2.27719 0.54165
C -2.04118 0.99369 0.77741
C 2.54758 4.52595 0.42400
C 0.19268 4.92272 0.21161
C -4.63641 1.18558 0.74185
O -1.66545 1.25928 1.94102
C 1.48481 5.40981 0.35924
H -6.72711 1.23376 0.32664
C 1.25126 -2.02974 -3.47236
C -3.36372 0.94958 0.20780
H 1.89319 -3.72215 0.71715
N -1.15219 0.67414 -0.23171
H 3.91756 -1.16200 0.34814
H -0.43745 -3.66691 -0.41237
C -0.05826 -2.01581 3.57338
H -4.23402 0.13560 -3.00335
C 0.00064 3.55171 0.12897
H -6.47977 0.57393 -2.05081
C 1.32914 -3.26011 1.51401
H -0.59464 -4.73827 -2.61635
H 1.76573 -4.79648 2.93070
H -0.66269 5.58083 0.16805
C 0.02286 -1.39032 2.34208
H 3.56506 4.87268 0.54456
C -0.02124 -3.82798 -2.50286
C -5.59619 0.67275 -1.43328
H 1.68351 -1.54665 -4.33795
C 0.57585 -3.23603 -3.60965
C 1.26159 -3.85429 2.76079
C -4.35038 0.42912 -1.96716
C 3.27282 2.09703 0.39051
C 3.98525 -0.08335 0.37809
C 0.56321 -3.23916 3.79187
C 5.17596 0.57377 0.49774
H 1.66393 6.47589 0.42703
H -0.97713 3.10567 0.02169
C 0.76845 -2.02317 -1.11067
C 2.29014 3.16308 0.33434
Pd 0.85810 0.64292 0.12270
C -3.22426 0.56519 -1.15424
C -1.80917 0.37799 -1.41216
C 0.71022 -2.02255 1.29584
C 0.07689 -3.23884 -1.25932
N 1.02225 2.70175 0.18276
H 0.48443 -3.69739 -4.58465
C -5.73696 1.05118 -0.07145
H 6.16185 0.14911 0.56826
H -0.61327 -1.53444 4.36824
H 0.51061 -3.70930 4.76520
N 0.81846 -1.34809 0.08600
O -1.22964 0.02457 -2.45523
H 1.80787 -0.44197 -2.12646
C 1.32816 -1.41143 -2.24294
H -0.47915 -0.43827 2.17081
H -4.74231 1.46980 1.78119
```

* HOMO energy (spin up / spin down): -0.04253 / -0.16683 hartree
* strongest force on any atom: 0.7 eV/Å
* LUMO energy (spin up / spin down): 2.36 / 0.70 eV
* charge: -1
* multiplicity: 3
* relative energy (zero: lowest compared OMol25 entry of this formula, charge and spin): 0.0 kcal per mole
* gap between HOMO and LUMO (spin up / spin down): 3.5 / 5.2 eV

Mulliken atomic charge list, values in e, 6 entries: atom 1 (C): -0.469, atom 2 (S): -0.320, atom 3 (C): -0.403, atom 4 (C): -0.925, atom 5 (C): -0.960, atom 6 (C): -0.670

Molecular formula: C29H21AuIN6
Method: DFT, ωB97M-V with the def2-TZVPD basis set

```
58
C29H21AuIN6 | the OMol25 dataset | ωB97M-V with the def2-TZVPD basis set
C -1.74140 -0.20149 -2.81148
C -1.00802 -1.19219 -4.87557
H -6.61028 -4.00155 -2.36053
C -1.26695 5.12485 0.12579
H 3.91818 -3.60320 0.16396
C -3.96338 0.88234 -0.02090
H -5.29340 2.53530 -0.05329
H -2.68510 -3.45716 -3.02189
C 2.84652 -3.47245 0.07702
C 0.78076 -4.35123 -0.08944
H -1.83202 0.67321 -2.19033
C -1.54802 1.34203 0.12720
C -4.93329 -4.32764 0.56396
N 2.66095 0.25688 0.13414
C 3.16067 -1.01525 0.09857
C -5.85927 -3.83930 -1.59972
C 2.30398 -2.18224 0.03926
H -2.87790 6.54962 0.03058
C -3.23527 3.16382 0.05686
C 0.23893 -3.07534 -0.11609
H -2.69286 -1.39513 0.84627
C -2.26018 -2.50425 -3.30375
H -0.63374 0.84026 -4.30468
H -0.50009 5.88535 0.15687
H 5.78696 0.50154 0.20762
C -3.86275 -2.68958 -0.85721
H -4.62476 4.79328 -0.02225
H 3.75372 2.09139 0.22726
C -2.87972 -1.64547 -1.09332
N 4.47475 -1.05161 0.12427
C 3.73071 1.01627 0.18434
H -1.56325 -3.24337 -5.17789
N -2.40861 -0.95638 -0.02324
C -4.26475 2.20271 -0.00575
C -1.86474 2.73911 0.12323
H -3.17911 -3.26783 1.11732
H -0.82038 -2.94374 -0.20479
C -2.33099 -1.41527 -2.40907
H -0.49854 -1.10727 -5.82576
C -2.61705 5.50098 0.05888
C -3.93176 -3.40309 0.34869
Au 0.40804 0.56357 0.11490
H -4.95955 -4.88368 1.49085
N 2.08905 -4.54755 0.01795
C -2.61220 0.47172 0.03360
H -4.84340 -2.33852 -2.73714
I 1.15390 3.42690 0.24410
C -1.08618 -0.10011 -4.02080
H 0.15075 -5.23006 -0.14634
N 0.98767 -1.98133 -0.04411
C -4.85270 -2.92081 -1.82645
N 4.81568 0.23780 0.17808
C -0.92709 3.80230 0.15162
H -6.70068 -5.25477 -0.22691
H -4.73719 0.12454 -0.08209
C -5.90506 -4.54454 -0.40558
C -1.61097 -2.39117 -4.51410
C -3.57511 4.53378 0.03207
```

* HOMO energy: -0.35406 hartree
* strongest force on any atom: 1.8 eV/Å
* LUMO energy: -4.48 eV
* charge: +1
* relative energy (zero: lowest compared OMol25 entry of this formula, charge and spin): 18.3 kcal per mole
* gap between HOMO and LUMO: 5.2 eV

Mulliken atomic charge list, values in e, 6 entries: atom 1 (C): 0.072, atom 2 (C): -0.428, atom 3 (H): 0.424, atom 4 (C): -0.679, atom 5 (H): 0.475, atom 6 (C): -0.389

Molecular formula: C29H21CaCl2N4O4
Method: DFT, ωB97M-V with the def2-TZVPD basis set

```
61
C29H21CaCl2N4O4 | the OMol25 dataset | ωB97M-V with the def2-TZVPD basis set
H -1.78208 3.04437 -1.88706
C -0.08831 -0.25129 -5.52350
Cl 0.20860 0.86641 7.01638
H 0.03585 5.40704 1.73120
C -0.93092 -0.07514 2.66079
O -1.29771 -0.28300 1.45680
H 3.58322 4.20635 3.77769
C 0.78910 4.65829 1.95499
O 1.44241 -0.64577 -2.22942
C -0.48172 3.22470 0.48061
C 1.58472 -0.43131 2.24220
C 2.67765 2.74193 2.52556
C 0.42815 -0.08072 3.11501
H -3.03131 -4.88849 -0.14068
C 0.66815 3.39843 1.35367
C -1.11951 0.32568 -3.41677
C 2.76605 3.99045 3.09921
H 3.15921 -1.50614 -3.90843
C -1.56229 0.48710 4.99150
C 2.24235 -1.15999 -4.37027
H -3.24005 1.19695 -2.35446
C -2.45112 1.02756 -1.60613
H -1.87867 0.78015 -4.07589
H 1.16999 -5.56750 -0.76094
C 0.31921 -4.90921 -0.66204
O 1.58114 1.19755 1.13404
C -1.17856 -6.82929 -0.38170
N -1.32113 0.32199 -2.16092
N -0.77176 2.23114 -0.25364
C 1.23285 -0.66667 -3.48684
Cl -3.56533 0.22671 3.22092
C 1.63539 2.39521 1.63472
C -0.96067 -5.41143 -0.45589
H 3.42050 1.98327 2.73773
H 2.89135 -1.58165 -6.34532
N -1.35609 -7.96281 -0.32673
H -1.00845 0.11692 -5.96826
C -1.98852 2.36977 -1.04777
C -1.76230 -3.17271 -0.40189
C -1.88463 0.20689 3.68199
H -1.15214 4.09858 0.48977
C -2.02782 -4.52956 -0.31741
H 1.88023 5.95346 3.26747
Ca 0.25734 -0.20575 -0.27966
C -0.22825 0.50135 5.36277
N -0.54534 -2.68902 -0.61920
C 2.08461 -1.19487 -5.73142
O 1.55570 -1.30492 1.36018
C 0.47462 -3.53351 -0.73357
C 0.02210 -0.21480 -4.12316
C 0.75167 0.22787 4.42963
H -2.79462 2.80659 -0.44717
H 1.45020 -3.08781 -0.88580
H -2.34253 0.70109 5.70839
H -2.86767 0.43090 -0.79042
H 0.79003 -0.75503 -7.41318
C 1.81752 4.97197 2.81683
H 2.54802 -0.22408 2.73806
H -2.55006 -2.44024 -0.27348
H 1.79301 0.24088 4.72902
C 0.90861 -0.73482 -6.33813
```

* HOMO energy: -0.17325 hartree
* strongest force on any atom: 1.2 eV/Å
* LUMO energy: 1.87 eV
* charge: -1
* relative energy (zero: lowest compared OMol25 entry of this formula, charge and spin): 11.2 kcal per mole
* gap between HOMO and LUMO: 6.6 eV

Mulliken atomic charge list, values in e, 6 entries: atom 1 (H): 0.355, atom 2 (C): -0.709, atom 3 (Cl): -0.288, atom 4 (H): 0.299, atom 5 (C): -0.475, atom 6 (O): -0.189